# 1
This record from OMol25 describes C65H62N2OP2S5ScSiTe as an isolated structure at a distorted geometry. The level of theory is ωB97M-V/def2-TZVPD.

XYZ file:
```
140
C65H62N2OP2S5ScSiTe, DFT ωB97M-V/def2-TZVPD
Sc 1.08520 -2.02677 -0.42164
C 1.96337 0.91952 -2.38988
P 2.97642 -0.62440 -2.41883
C 2.97025 -1.05633 -4.20347
C 2.27156 -0.34472 -5.17785
C 2.27729 -0.76134 -6.50314
C 2.97890 -1.89783 -6.87867
C 3.64699 -2.63740 -5.91218
C 3.62705 -2.23111 -4.58597
C 4.67868 0.02800 -2.17227
C 5.78865 -0.43498 -2.87790
C 7.07311 -0.03134 -2.54064
C 7.27657 0.85515 -1.49404
C 6.18095 1.34005 -0.79439
C 4.89915 0.92370 -1.12056
C 0.52981 0.49295 -2.50899
C -0.49254 1.04633 -3.25150
C -1.63689 0.23440 -3.02973
C -1.24386 -0.75522 -2.15698
C -2.03770 -1.87653 -1.56596
P -0.99090 -3.40080 -1.76426
C -1.49980 -3.78166 -3.48325
C -2.56118 -4.61385 -3.82796
C -2.91396 -4.78263 -5.16027
C -2.21392 -4.11855 -6.15905
C -1.15286 -3.28866 -5.82346
C -0.79274 -3.12625 -4.49402
C -1.84638 -4.68047 -0.79089
C -2.96066 -4.43899 0.00349
C -3.50542 -5.45842 0.77706
C -2.93911 -6.72277 0.76250
C -1.81657 -6.96894 -0.02143
C -1.27062 -5.95273 -0.78635
N 0.08490 -0.61558 -1.83059
H 2.24624 1.62848 -3.17133
H 2.15312 1.39696 -1.42432
H 1.69342 0.52701 -4.90536
H 1.72314 -0.19602 -7.24363
H 2.98955 -2.21472 -7.91504
H 4.16854 -3.54637 -6.18676
H 4.08535 -2.84909 -3.82345
H 5.66019 -1.12153 -3.70298
H 7.91847 -0.42299 -3.09379
H 8.27927 1.15896 -1.21835
H 6.31931 2.03397 0.02616
H 4.06932 1.28595 -0.52777
H -0.42746 1.92064 -3.88451
H -2.61946 0.35712 -3.46206
H -2.99982 -1.98470 -2.07071
H -2.19984 -1.71019 -0.49692
H -3.11580 -5.12939 -3.05290
H -3.74120 -5.43329 -5.41902
H -2.49354 -4.25198 -7.19744
H -0.59811 -2.77094 -6.59638
H 0.04083 -2.48344 -4.22904
H -3.40311 -3.45049 0.03453
H -4.36904 -5.25697 1.39960
H -3.35910 -7.51238 1.37396
H -1.35444 -7.94843 -0.01618
H -0.37114 -6.12576 -1.36727
S 7.87889 -4.91729 0.95213
C 6.41687 -4.22427 0.55074
S 5.77414 -2.82169 1.29407
C 4.26136 -2.69943 0.41206
C 4.05872 -3.65694 -0.52628
S 2.71222 -3.88684 -1.60962
S 5.36193 -4.82991 -0.65852
S 3.22853 -1.36813 0.89282
C -0.52493 -3.47420 2.80752
C -0.01987 -2.81209 1.54215
O 0.63304 -3.61034 0.71374
N -0.16955 -1.56686 1.21711
Te -2.14088 -0.47670 2.19355
C -3.92306 0.71117 2.93237
C -3.94645 1.32675 4.19278
C -2.75579 1.27544 5.11567
C -5.07501 2.03058 4.61660
C -6.20557 2.13989 3.82241
C -7.41240 2.91977 4.27778
C -6.19726 1.49811 2.59048
C -5.08611 0.78622 2.14544
C -5.17945 0.08876 0.80636
C -1.05026 1.33061 2.23529
C 0.29797 1.47387 2.96263
C 0.79892 0.20984 3.66109
C 0.42462 2.64026 3.94726
C 0.31949 3.95088 3.70589
C 0.40141 5.02608 4.74360
C 0.14531 4.23983 2.25556
C -1.00852 2.31027 1.04093
C -1.96396 2.06515 -0.11048
H -0.03951 -4.44268 2.91696
H -1.60507 -3.62388 2.74130
H -0.32453 -2.84294 3.67363
H -2.28131 0.29420 5.07920
H -3.04923 1.49529 6.14444
H -2.00118 2.00886 4.81465
H -5.05952 2.51619 5.58944
H -7.28258 3.27780 5.29996
H -8.31542 2.30603 4.24509
H -7.58419 3.78865 3.63747
H -7.07825 1.55795 1.95592
H -6.04598 0.44291 0.24430
H -5.28735 -0.99124 0.94162
H -4.28106 0.24580 0.21035
H 0.79300 -0.65176 2.99293
H 0.17884 -0.02361 4.53421
H 1.82564 0.35665 4.00857
H 0.62099 2.32587 4.97220
H 0.54040 4.60676 5.74118
H -0.51461 5.62197 4.73457
H 1.23010 5.70753 4.52776
H 1.00642 3.84901 1.73601
H -1.79055 2.79803 -0.90240
H -2.99984 2.17475 0.22965
H -1.83974 1.07013 -0.54051
C 4.83657 3.78318 0.14592
C 3.76993 3.93645 -0.72967
C 2.56313 3.30335 -0.46857
C 2.40320 2.49806 0.66229
C 3.48683 2.35251 1.53062
C 4.69382 2.98980 1.27620
Si 0.78057 1.62090 1.08760
C -1.14057 3.70362 1.67203
C -0.57526 5.11952 1.27653
C -1.35742 6.31292 1.60829
C -2.36367 6.27309 2.49200
C -2.84918 4.99708 2.96758
C -2.34143 3.84062 2.50871
H 5.78074 4.27426 -0.05640
H 3.88152 4.54942 -1.61611
H 1.73555 3.42193 -1.16198
H 3.38715 1.72083 2.40690
H 5.52323 2.86730 1.96232
H 0.83549 0.29361 0.46731
H -0.02745 5.18725 0.34175
H -1.11692 7.22610 1.07583
H -2.90361 7.17649 2.75174
H -3.73004 4.97144 3.59929
H -2.87031 2.92090 2.72214
```

Results
Spin multiplicity: 2
Energy above the lowest of the compared OMol25 structures with the same formula, charge and spin in kJ/mol: 228.7
LUMO (alpha / beta) in eV: 3.6555 / 3.6455
Net charge: -2

Here are the Mulliken charges for atoms 1 to 6, given in e: number 1, Sc, carries 0.724; number 2, C, carries -0.327; number 3, P, carries 0.719; number 4, C, carries 0.886; number 5, C, carries -0.449; number 6, C, carries -0.635

# 2
This record from OMol25 describes C65H67N8PPtSb2 as an isolated structure. The level of theory is ωB97M-V/def2-TZVPD.

XYZ file:
```
144
C65H67N8PPtSb2, DFT ωB97M-V/def2-TZVPD
Pt 0.57502 -0.17188 -0.47377
C -3.62743 1.48753 3.01209
N -2.53768 2.01393 2.18379
C -1.29662 1.39868 1.98542
N -0.50615 2.12864 1.26169
C -1.20990 3.26037 0.92952
C -2.51929 3.19893 1.53102
C -3.62240 4.14323 1.53818
C -4.91407 3.73982 1.16903
C -5.95116 4.65284 1.18173
C -5.71973 5.96380 1.59234
C -4.44730 6.36654 1.98064
C -3.39540 5.46764 1.94152
C -0.61136 4.30800 0.18133
C -1.36717 5.33757 -0.44163
C -0.72610 6.41067 -1.01502
C 0.66901 6.47613 -1.00635
C 1.43357 5.43227 -0.46096
C 0.81033 4.35646 0.11750
P -0.73810 -0.06483 2.97456
C 1.01201 -0.01221 2.55123
N 1.65091 0.03619 1.36932
C 2.88077 0.59247 1.59503
C 3.00793 0.86858 2.94512
N 1.83638 0.47902 3.52257
C 1.57803 0.44988 4.97410
C 4.14547 1.44238 3.68346
C 3.95702 2.48807 4.58550
C 5.04129 3.03987 5.25219
C 6.31847 2.55331 5.01978
C 6.51388 1.51520 4.11911
C 5.43271 0.96174 3.45128
C 3.89303 0.90626 0.56214
C 4.30606 2.22768 0.41012
C 5.34895 2.54626 -0.44916
C 6.00662 1.54090 -1.14620
C 5.60403 0.22054 -0.99550
C 4.54055 -0.09449 -0.15718
C -1.48934 -1.43934 1.97731
N -1.24109 -1.74180 0.72481
C -2.23629 -2.60302 0.32389
C -3.13797 -2.82227 1.42314
N -2.60355 -2.11369 2.46002
C -3.08534 -2.14871 3.85175
C -4.42213 -3.47160 1.41815
C -4.90037 -4.25108 2.49113
C -6.15262 -4.81981 2.42346
C -6.95984 -4.61132 1.30287
C -6.50524 -3.84106 0.23688
C -5.24351 -3.28536 0.27999
C -2.21847 -3.30486 -0.91969
C -2.83982 -4.57963 -1.04726
C -2.76222 -5.27679 -2.23352
C -2.07230 -4.73177 -3.31474
C -1.44352 -3.48138 -3.20558
C -1.50868 -2.77938 -2.03030
H -3.20846 1.06473 3.92312
H -4.29614 2.29821 3.28266
H -4.19177 0.72800 2.47167
H -5.09145 2.72271 0.83559
H -6.94343 4.35061 0.87464
H -6.53830 6.67357 1.61009
H -4.27773 7.38077 2.31955
H -2.40458 5.77238 2.25855
H -2.44488 5.26347 -0.49094
H -1.30108 7.20176 -1.47832
H 1.16771 7.33890 -1.43141
H 2.51484 5.48990 -0.48208
H 1.38250 3.55924 0.57680
H 2.53161 0.42272 5.48974
H 1.02621 1.33011 5.29476
H 1.01719 -0.44446 5.22514
H 2.96636 2.89871 4.74991
H 4.88956 3.85346 5.95000
H 7.16293 2.98169 5.54485
H 7.51060 1.13051 3.94254
H 5.58479 0.13319 2.76832
H 3.83446 3.00560 1.00289
H 5.67298 3.57502 -0.54946
H 6.85021 1.78120 -1.78200
H 6.15707 -0.56291 -1.49949
H 4.26697 -1.12820 0.01734
H -2.85550 -3.11107 4.30058
H -2.58290 -1.37831 4.42479
H -4.16041 -1.98581 3.87397
H -4.26804 -4.47081 3.34048
H -6.50625 -5.43784 3.23757
H -7.94277 -5.06367 1.26078
H -7.13705 -3.68154 -0.62696
H -4.88919 -2.67656 -0.54345
H -3.32133 -5.03800 -0.19524
H -3.22038 -6.25383 -2.31663
H -2.01377 -5.28252 -4.24604
H -0.90706 -3.07646 -4.05458
H -1.04479 -1.80653 -1.94933
C 0.59546 -4.68939 -0.01568
Sb 1.69511 -2.86353 -0.03990
C 2.51862 -2.97310 1.92111
C 3.36763 -3.64894 -1.16848
C 2.93912 -4.03887 -2.55621
C 2.48252 -5.33309 -2.79942
C 2.08115 -5.73318 -4.06605
C 2.13741 -4.83058 -5.11637
C 2.60049 -3.54382 -4.88441
C 3.00320 -3.13329 -3.61278
C 3.55866 -1.75077 -3.41447
Sb 2.08916 -0.30253 -2.78090
C 0.76480 -0.56627 -4.42660
C 3.06936 1.50002 -3.35946
H 0.27903 -4.94608 -1.02408
H -0.26867 -4.61164 0.64145
H 1.27377 -5.45118 0.36959
H 2.83556 -4.00255 2.08396
H 1.76665 -2.70238 2.66269
H 3.37177 -2.30164 2.00910
H 3.64908 -4.51162 -0.56218
H 4.16765 -2.91406 -1.13214
H 2.47482 -6.05170 -1.98507
H 1.76048 -6.75360 -4.23974
H 1.86101 -5.13630 -6.11803
H 2.68834 -2.85052 -5.71526
H 3.89488 -1.31571 -4.35748
H 4.37729 -1.71169 -2.70455
H 1.15896 -0.00904 -5.27653
H -0.23907 -0.21314 -4.19076
H 0.73585 -1.62539 -4.68011
H 4.03253 1.23311 -3.79494
H 3.24600 2.14876 -2.50022
H 2.46566 2.00775 -4.11253
C -0.58664 3.63744 -4.33502
C -1.02728 2.54808 -3.41254
C -2.25407 1.94528 -3.22813
C -2.06433 0.97161 -2.23606
N -0.78955 0.95364 -1.83860
N -0.18067 1.92338 -2.57268
C -3.09594 0.06071 -1.65914
H -0.81238 3.36809 -5.36625
H 0.48325 3.82824 -4.25348
H -1.12007 4.56276 -4.11991
H -3.17274 2.17502 -3.74679
H 0.73790 2.24231 -2.30655
H -4.06880 0.55110 -1.67031
H -2.83669 -0.20733 -0.63216
H -3.18488 -0.85736 -2.24420
```

Results
Spin multiplicity: 5
LUMO (alpha / beta) in eV: -9.0614 / -12.3715
Net charge: +4

Here are the Mulliken charges for atoms 1 to 6, given in e: number 1, Pt, carries 3.322; number 2, C, carries -0.981; number 3, N, carries 0.414; number 4, C, carries -0.840; number 5, N, carries 0.124; number 6, C, carries -0.665

# 3
This record from OMol25 describes a 9-piece molecular cluster, C65H72ClF11N3O4S2 overall at a distorted geometry. The level of theory is ωB97M-V/def2-TZVPD.

XYZ file:
```
158
C65H72ClF11N3O4S2, DFT ωB97M-V/def2-TZVPD
C 0.69612 -6.46548 1.56971
C 0.16819 -5.19747 2.38782
C -0.96189 -4.34425 1.61120
N -0.48241 -3.71854 0.34467
C -0.07144 -2.27681 0.56569
N 1.14772 -2.31364 1.42038
C 2.10185 -1.25592 0.98960
C 1.38585 0.05880 0.34113
C 2.48524 1.16564 0.32926
F 2.81471 1.43659 1.70647
F 3.74426 0.78470 -0.23175
F 2.19809 2.44149 -0.16608
N 0.63313 -0.23819 -0.95495
C -0.49395 0.81710 -0.89499
C -1.85481 0.36856 -0.21403
C -2.84369 1.66954 -0.24364
C -2.98057 2.28659 1.23749
S -4.24314 1.26974 2.13711
O -3.60049 -0.02202 2.57944
O -5.44987 0.98930 1.28816
Cl -4.84954 2.26318 3.88240
C 1.38389 0.15546 -2.19860
C 0.86116 -0.23639 -3.62933
C -0.64311 -0.61722 -3.89881
O -0.71146 -2.01914 -4.34240
C -2.08115 -2.43302 -4.24051
C -3.31826 -1.62476 -4.86405
O -2.37093 -3.47004 -3.59129
C 0.13751 -1.65662 -0.90432
S 1.24968 -2.91934 -1.77370
H 1.35959 -6.21956 0.67593
H 1.36376 -7.06787 2.29610
H -0.14621 -7.19765 1.27759
H -0.36207 -5.60683 3.32906
H 1.06298 -4.56423 2.70056
H -1.50103 -3.59668 2.29763
H -1.76347 -5.11668 1.30221
H -1.22043 -3.66731 -0.37216
H -0.91784 -1.81341 1.17703
H 0.86836 -2.11392 2.40108
H 2.85139 -1.60862 0.18344
H 2.74152 -1.01732 1.89934
H 0.59837 0.34263 1.13639
H -0.74677 1.23876 -1.93187
H -0.16281 1.75072 -0.30168
H -1.63877 0.20822 0.90870
H -2.39626 -0.50903 -0.69288
H -3.83755 1.45054 -0.74946
H -2.34335 2.50196 -0.87191
H -3.26547 3.39917 1.24521
H -1.98891 2.22825 1.82544
H 1.41778 1.30957 -2.19917
H 2.44849 -0.27640 -2.08479
H 1.50486 -1.12175 -4.00279
H 1.13495 0.61541 -4.36054
H -1.38989 -0.50810 -3.05044
H -1.04408 0.03320 -4.76483
H -4.16196 -1.53057 -4.08503
H -3.05214 -0.56081 -5.17942
H -3.70249 -2.17450 -5.78334
H -0.85644 -1.82753 -1.46357
H 1.99407 -3.48385 -0.74081
F -5.09779 8.74393 7.22585
C -5.05106 7.44156 6.91356
C -5.42446 7.03282 5.64290
C -5.37113 5.68185 5.31734
C -4.95542 4.75446 6.26939
C -4.58757 5.17598 7.54383
C -4.63008 6.52768 7.86675
H -5.75318 7.76836 4.91820
H -5.65396 5.35161 4.32333
H -4.91847 3.69867 6.01534
H -4.26796 4.45164 8.28563
H -4.33910 6.87489 8.85097
F -7.99756 3.14933 9.30828
C -8.23207 2.42605 8.20302
C -9.44067 1.76213 8.06799
C -9.68514 1.01640 6.91997
C -8.71409 0.93460 5.92509
C -7.50139 1.60192 6.07328
C -7.26094 2.35674 7.21693
H -10.18096 1.83070 8.85639
H -10.63065 0.49884 6.80050
H -8.90451 0.34858 5.03165
H -6.74498 1.53061 5.29429
H -6.32926 2.88891 7.34710
F 5.89352 -1.13515 1.85434
C 6.93099 -0.41214 1.39194
C 8.12323 -1.04949 1.08763
C 9.19303 -0.30261 0.60516
C 9.06067 1.07492 0.44287
C 7.85969 1.70453 0.75656
C 6.78673 0.95603 1.22869
H 8.20990 -2.12094 1.22821
H 10.12507 -0.79032 0.35732
H 9.89702 1.65756 0.07058
H 7.75932 2.77764 0.63350
H 5.84137 1.42792 1.46980
F -4.70825 -5.52874 3.39426
C -5.36796 -4.51536 2.80957
C -6.49471 -4.78561 2.04886
C -7.18061 -3.73518 1.44739
C -6.72537 -2.42783 1.60491
C -5.58960 -2.16910 2.36726
C -4.90996 -3.21810 2.97785
H -6.82891 -5.80977 1.93094
H -8.06794 -3.93461 0.85628
H -7.25839 -1.60919 1.13168
H -5.23216 -1.15075 2.48628
H -4.02889 -3.03430 3.58229
F -0.42263 4.31464 -1.83464
C 0.60562 5.05399 -2.30234
C 1.80488 4.43181 -2.60771
C 2.86469 5.18982 -3.09463
C 2.71519 6.56445 -3.26023
C 1.50633 7.17957 -2.94510
C 0.44301 6.41934 -2.46846
H 1.90446 3.36242 -2.46431
H 3.80567 4.71096 -3.34390
H 3.54265 7.15592 -3.63559
H 1.39251 8.25083 -3.07060
H -0.50765 6.88006 -2.22654
F -5.02217 -3.58734 -5.60635
C -4.97384 -4.89817 -5.91750
C -5.35423 -5.31070 -7.18444
C -5.29955 -6.66255 -7.50717
C -4.87536 -7.58654 -6.55565
C -4.50051 -7.16031 -5.28475
C -4.54447 -5.80752 -4.96484
H -5.68956 -4.57772 -7.90912
H -5.58763 -6.99583 -8.49813
H -4.83717 -8.64150 -6.80681
H -4.17418 -7.88165 -4.54346
H -4.24790 -5.45654 -3.98357
F 11.07626 -2.55040 0.50736
C 10.92700 -3.87702 0.34565
C 10.43428 -4.63841 1.39345
C 10.27499 -6.00990 1.22473
C 10.62037 -6.60510 0.01399
C 11.11894 -5.83058 -1.02942
C 11.26817 -4.45758 -0.86522
H 10.17877 -4.15858 2.33123
H 9.88312 -6.61432 2.03546
H 10.49997 -7.67575 -0.11524
H 11.39137 -6.29619 -1.97036
H 11.64654 -3.83783 -1.66963
F 5.21894 8.05666 -3.79631
C 6.00440 7.51024 -4.74293
C 7.37835 7.50004 -4.56371
C 8.18975 6.93087 -5.53946
C 7.61838 6.38816 -6.68794
C 6.23753 6.40863 -6.85919
C 5.42444 6.96780 -5.87884
H 7.80537 7.93448 -3.66740
H 9.26577 6.91066 -5.40597
H 8.25267 5.94836 -7.45063
H 5.79439 5.98937 -7.75602
H 4.34660 6.98460 -5.99160
```

Results
LUMO in eV: -3.1359
Net charge: +1

Here are the Mulliken charges for atoms 1 to 6, given in e: number 1, C, carries -1.021; number 2, C, carries -0.337; number 3, C, carries -0.259; number 4, N, carries -0.117; number 5, C, carries -1.037; number 6, N, carries -0.022

Number 1: calculated total energy -182066.9206 eV. Number 2: calculated total energy -105988.7939 eV. Number 3: calculated total energy -145305.5545 eV.